{"formula": "C24H25Cl2Ge2NPtS2", "method": "ωB97M-V/def2-TZVPD", "species": ["Pt", "Cl", "C", "C", "C", "C", "C", "Cl", "C", "S", "H", "H", "H", "C", "Ge", "C", "C", "Ge", "C", "C", "C", "C", "C", "C", "C", "C", "C", "C", "C", "C", "H", "H", "H", "H", "H", "H", "H", "H", "H", "H", "H", "H", "H", "H", "H", "H", "H", "H", "H", "S", "C", "C", "N", "C", "H", "H", "H"], "coordinates": [[0.5093, 1.3981, 0.1963], [0.9346, 1.5136, 2.8022], [2.6566, 1.4950, 2.8863], [3.2197, 1.4797, 4.1499], [4.5942, 1.4615, 4.2976], [5.4132, 1.4521, 3.1808], [4.8530, 1.4676, 1.9161], [5.8741, 1.4455, 0.5302], [3.4546, 1.4957, 1.7331], [2.8554, 1.5375, 0.0997], [2.5756, 1.4817, 5.0126], [5.0269, 1.4526, 5.2845], [6.4848, 1.4326, 3.2958], [0.0869, -4.1266, -1.5295], [1.0334, -2.5221, -0.8014], [2.3027, -1.7330, -2.1172], [1.9293, -2.8006, 0.9650], [-0.6782, -0.5789, -0.4386], [-2.0591, -1.2274, 0.8443], [-2.0635, -2.4557, 1.4885], [-3.0511, -2.7671, 2.4081], [-4.0401, -1.8460, 2.7067], [-4.0394, -0.6125, 2.0781], [-3.0550, -0.3075, 1.1578], [-1.5223, -0.3178, -2.2134], [-1.2831, 0.9061, -2.8316], [-1.9266, 1.2482, -4.0055], [-2.7808, 0.3390, -4.6079], [-2.9901, -0.9020, -4.0272], [-2.3760, -1.2249, -2.8297], [0.8131, -4.9205, -1.6839], [-0.3680, -3.8856, -2.4866], [-0.6845, -4.4905, -0.8571], [3.0900, -2.4498, -2.3386], [2.7561, -0.8297, -1.7149], [1.7953, -1.4806, -3.0448], [2.7132, -3.5456, 0.8515], [1.2401, -3.1414, 1.7327], [2.3854, -1.8703, 1.2974], [-1.2903, -3.1810, 1.2691], [-3.0511, -3.7289, 2.8971], [-4.8061, -2.0857, 3.4280], [-4.8057, 0.1108, 2.3085], [-3.0522, 0.6610, 0.6713], [-0.5788, 1.5926, -2.3677], [-1.7577, 2.2133, -4.4583], [-3.2705, 0.5946, -5.5352], [-3.6349, -1.6160, -4.5155], [-2.5608, -2.1867, -2.3704], [-2.2651, 5.0136, -1.1370], [-0.6620, 5.5736, -0.8988], [0.1110, 4.5950, -0.3607], [-0.5414, 3.4237, -0.1394], [-1.7915, 3.4991, -0.4942], [-0.3844, 6.5736, -1.1665], [1.1537, 4.6879, -0.1116], [-2.4903, 2.6877, -0.4085]], "forces_ev_per_a": [[1.354, 1.742, 0.388], [-0.354, -0.021, -0.069], [0.936, 0.015, -0.110], [-0.019, -0.058, 0.077], [-0.122, -0.003, -0.147], [-0.054, 0.033, -0.074], [-0.408, -0.048, 0.221], [0.144, 0.016, -0.050], [0.003, -0.192, 0.475], [-1.503, -0.414, -0.439], [-0.098, 0.000, 0.143], [0.046, 0.001, 0.101], [0.116, 0.001, -0.087], [0.079, 0.692, 0.268], [0.521, 0.666, 0.243], [-0.393, -0.351, 0.357], [-0.299, -0.021, -0.632], [-0.267, -2.335, -0.666], [0.449, 1.019, -0.366], [0.366, -0.167, -0.143], [-0.034, -0.105, 0.006], [0.011, 0.018, -0.019], [-0.159, 0.154, 0.061], [-0.051, 0.039, -0.024], [0.177, 0.644, 0.637], [0.097, 0.016, 0.185], [0.003, 0.055, -0.203], [0.032, 0.060, -0.002], [0.018, -0.051, -0.121], [0.010, -0.148, 0.294], [0.180, -0.007, 0.028], [-0.011, 0.062, -0.071], [-0.042, 0.020, 0.100], [0.084, -0.070, -0.019], [0.006, -0.008, 0.110], [-0.113, -0.029, -0.058], [0.086, -0.087, -0.015], [-0.117, -0.028, 0.002], [0.006, 0.112, -0.068], [0.051, -0.073, 0.042], [0.034, -0.115, 0.028], [-0.067, -0.030, 0.059], [-0.104, 0.090, 0.035], [-0.142, 0.071, -0.014], [-0.053, 0.101, -0.144], [0.054, 0.097, -0.077], [-0.068, 0.004, -0.069], [-0.089, -0.099, -0.006], [-0.114, -0.090, 0.039], [0.509, -0.477, 0.373], [-0.153, -0.246, 0.055], [0.390, 0.738, -0.190], [-0.350, -1.622, -0.103], [-0.741, 0.455, -0.312], [0.131, 0.163, 0.003], [0.112, -0.033, 0.008], [-0.079, -0.157, -0.037]], "mulliken_charge": [1.5839, -0.2124, 0.7155, -0.8080, -0.4275, -0.6149, 0.2182, -0.2001, 0.0954, -0.3961, 0.4416, 0.3949, 0.4304, -1.0711, 0.3410, -0.9563, -0.9514, -0.9254, 0.4881, 0.0189, -0.7119, -0.4404, -0.7835, -0.1793, 0.4835, -0.4271, -0.7659, -0.5043, -0.6535, -0.2797, 0.4466, 0.3663, 0.3603, 0.4367, 0.2143, 0.3648, 0.4533, 0.3477, 0.2224, 0.1730, 0.4152, 0.4013, 0.4008, 0.2975, 0.5209, 0.4257, 0.3995, 0.4135, 0.4528, -0.0681, -0.2850, -0.5920, -0.1264, -0.0600, 0.4502, 0.4104, 0.2556], "charge": 1, "e_tot_ha": -6973.93478, "de_lowest_kcal_mol": 6.1, "s_squared": 0.76, "orbital_gap_ev": [5.5, 5.5], "multiplicity": 2, "e_lumo_ha": [-0.197, -0.198], "e_homo_ev": [-10.855, -10.842]}